No. 1
Below is a molecular structure, C13H14BiFN, with properties calculated with ωB97M-V/def2-TZVPD.

Summary:
- Highest occupied orbital energy: -1.9947 eV
- HOMO-LUMO gap: 5.301 eV
- Charge: -1

Each line ends with the natural charge from an NBO analysis.
Positions of all 30 atoms, in Å:
1 C -0.24749 1.03779 -3.02878  -0.3379
2 C 1.14746 1.22421 -2.83138  -0.3660
3 C 1.32577 2.07208 -1.69634  -0.3741
4 C 0.02878 2.40087 -1.19700  -0.3881
5 C -0.93717 1.75187 -2.01380  -0.3420
6 Bi 0.49483 -0.17000 -0.53488  1.5884
7 N -1.17293 -1.54842 -0.98613  -1.0878
8 C -0.25986 -2.61693 -1.42433  -0.2376
9 C 1.14226 -1.99714 -1.56598  -0.9218
10 H 2.28013 2.32724 -1.23201  0.2046
11 H 1.93995 0.73937 -3.40516  0.2040
12 H -0.18780 3.01018 -0.31443  0.2091
13 H -2.02247 1.81941 -1.91067  0.2077
14 H -0.70913 0.44499 -3.81852  0.2084
15 H 1.50627 -1.83490 -2.57779  0.2163
16 H -0.12128 -3.44949 -0.68352  0.1419
17 H -2.14429 -1.82055 -0.90236  0.3559
18 H 1.92751 -2.27713 -0.86244  0.1834
19 H -0.55356 -2.99117 -2.43856  0.1532
20 F -0.60312 0.32754 5.47175  -0.3605
21 C -0.44437 0.23886 4.10963  0.3664
22 C 0.87150 0.15888 3.65456  -0.2873
23 C 1.03058 0.07077 2.27022  -0.2353
24 C -0.12862 0.08854 1.50825  -0.4506
25 C -1.43713 0.15330 1.94311  -0.1915
26 C -1.60279 0.23597 3.33731  -0.2867
27 H 1.74125 0.16700 4.29817  0.2123
28 H 2.02613 0.00418 1.80365  0.1897
29 H -2.29638 0.13216 1.26428  0.2137
30 H -2.59401 0.30053 3.76316  0.2122


No. 2
Below is a molecular structure, C4H3GaLi2O2, with properties calculated with ωB97M-V/def2-TZVPD.

Summary:
- Energy above the lowest of the compared OMol25 structures with the same formula, charge and spin: 2.8 kcal per mole
- Highest occupied orbital energy (spin up / spin down): -16.0318 / -16.0122 eV
- HOMO-LUMO gap (spin up / spin down): 4.908 / 4.882 eV
- Charge: +2

Each line ends with the Löwdin charge.
Positions of all 12 atoms, in Å:
1 O -1.15095 0.67382 2.85425  -0.2372
2 C -0.64649 -0.03145 1.81035  -0.1941
3 C -0.55048 0.48649 0.56436  -0.0680
4 Ga -0.46400 1.89666 3.39111  0.8571
5 Li -1.76524 0.77519 -1.01285  0.7956
6 H 0.14260 -0.72894 2.16499  0.1620
7 C 0.55187 0.12163 -1.66699  -0.2428
8 C 0.16220 -0.33257 -0.43866  -0.1195
9 O 1.18400 -0.53943 -2.60220  -0.1128
10 H 0.31256 1.18444 -1.90783  0.1514
11 H 0.37660 -1.39756 -0.23333  0.1387
12 Li 1.84733 -2.10830 -2.92319  0.8697


No. 3
Below is a molecular structure, C4H7NO, with properties calculated with ωB97M-V/def2-TZVPD.

Summary:
- Energy above the lowest of the compared OMol25 structures with the same formula, charge and spin: 57.9 kcal per mole
- Highest occupied orbital energy: -7.8666 eV
- HOMO-LUMO gap: 8.694 eV
- Charge: 0

Each line ends with the natural charge from an NBO analysis.
Positions of all 13 atoms, in Å:
1 C 0.81634 -1.44574 0.43275  -0.4139
2 C 0.20367 0.68849 -0.71698  0.4761
3 C -0.97761 1.21163 -0.35407  -0.4347
4 C -0.92906 0.36717 0.89780  -0.2099
5 O 1.06452 0.75833 -1.75080  -0.6648
6 N 0.41421 -0.06333 0.44478  -0.4226
7 H 0.77305 1.44483 -2.36063  0.4938
8 H -1.61933 1.99641 -0.69059  0.2117
9 H 0.95179 -1.78119 1.46095  0.2030
10 H 1.76556 -1.51971 -0.09533  0.2125
11 H 0.08507 -2.09976 -0.06185  0.1701
12 H -0.89695 0.89185 1.85286  0.1926
13 H -1.65126 -0.44900 0.94111  0.1862


No. 4
Below is 2 unconnected molecules or ions with the total composition C5H3F3N2O2, with properties calculated with ωB97M-V/def2-TZVPD.

Summary:
- Energy above the lowest of the compared OMol25 structures with the same formula, charge and spin: 144.1 kcal per mole
- Highest occupied orbital energy (spin up / spin down): -9.1078 / -9.1800 eV
- HOMO-LUMO gap (spin up / spin down): 6.041 / 6.112 eV
- Charge: 0

Each line ends with the natural charge from an NBO analysis.
Positions of all 15 atoms, in Å:
1 C -0.75215 -0.47936 0.47553  -0.3785
2 C -1.24587 -0.88452 -0.62483  0.0960
3 C 0.71679 -0.24532 0.75297  -0.0858
4 C 0.89270 1.42723 -2.91103  1.0302
5 C 3.08444 -0.25176 -1.87042  1.0565
6 N 1.66267 -0.11235 -0.05877  -0.0116
7 N 1.81172 -0.20389 -1.32037  -0.4586
8 O 0.36321 2.03546 -2.11225  -0.5246
9 O 1.43928 0.86379 -3.76528  -0.5190
10 F 3.87576 -1.12964 -1.17282  -0.3425
11 F 3.86912 0.86858 -1.95398  -0.3300
12 F 3.04808 -0.78443 -3.14187  -0.3186
13 H -1.25183 -0.34733 1.41872  0.2977
14 H -1.08299 -0.91435 -1.71242  0.2538
15 H 0.97988 -0.09882 1.77145  0.2352


No. 5
Below is a molecular structure, C12H11BrN5PtS, with properties calculated with ωB97M-V/def2-TZVPD.

Summary:
- Energy above the lowest of the compared OMol25 structures with the same formula, charge and spin: 0.0 kcal per mole
- Highest occupied orbital energy: -18.9797 eV
- HOMO-LUMO gap: 4.514 eV
- Charge: +3

Each line ends with the natural charge from an NBO analysis.
Positions of all 31 atoms, in Å:
1 Pt 0.18339 -0.43058 -0.48144  0.8364
2 N 0.55037 -2.88699 -3.93008  -0.6822
3 C 0.50740 -1.94733 -3.01210  0.2034
4 S 1.17562 -2.18131 -1.41582  0.3925
5 N 0.01794 -0.72776 -3.34367  -0.0954
6 N -0.12916 0.09787 -2.34558  -0.2371
7 C -0.67045 1.29415 -2.56051  0.2334
8 C -0.86096 2.09587 -1.42133  0.0664
9 C -1.32392 3.40558 -1.54792  -0.0505
10 C -1.34369 4.23208 -0.42767  -0.1232
11 C -0.86261 3.71965 0.75754  -0.0955
12 C -0.42606 2.37900 0.83066  0.1093
13 N -0.45242 1.56418 -0.20191  -0.4576
14 H 0.96215 -3.79539 -3.76121  0.4534
15 H 0.23311 -2.68618 -4.87327  0.4638
16 H -0.92279 1.59995 -3.57238  0.2887
17 H -1.63505 3.76836 -2.52037  0.2806
18 H -1.70754 5.24933 -0.49411  0.2934
19 H -0.82744 4.32075 1.65744  0.2867
20 H -0.07977 1.99549 1.77850  0.2345
21 Br -0.51892 -3.65900 0.32417  0.3502
22 C 0.21900 -2.54606 1.66432  0.1285
23 C 0.47772 -3.13032 2.88538  -0.2292
24 C 0.93944 -2.32929 3.92257  -0.0575
25 C 1.13864 -0.97732 3.68465  -0.1873
26 C 0.88400 -0.47931 2.42603  0.0612
27 N 0.42128 -1.23618 1.40766  -0.5280
28 H 0.31072 -4.18952 3.02472  0.2863
29 H 1.14546 -2.76264 4.89288  0.2827
30 H 1.50619 -0.31289 4.45423  0.2793
31 H 1.08833 0.55581 2.19863  0.2128


No. 6
Below is a single CH4BrNO molecule, with properties calculated with ωB97M-V/def2-TZVPD.

Summary:
- Energy above the lowest of the compared OMol25 structures with the same formula, charge and spin: 60.9 kcal per mole
- Highest occupied orbital energy (spin up / spin down): -4.9786 / -9.5188 eV
- Spin multiplicity: 3
- HOMO-LUMO gap (spin up / spin down): 5.643 / 7.053 eV
- Charge: 0

Each line ends with the Löwdin spin population.
Positions of all 8 atoms, in Å:
1 C -0.24796 0.20628 1.04333  0.5277
2 N 0.09975 -0.06192 -1.45816  0.3158
3 O 0.68361 -0.48453 -0.24720  0.8713
4 Br -0.62103 -1.08029 2.28703  0.1798
5 H -1.22789 0.57873 0.64862  0.0324
6 H 0.42161 0.89102 1.62276  0.0273
7 H 0.55260 0.73660 -1.73175  0.0309
8 H 0.33931 -0.78590 -2.16462  0.0148


Calculated values (eV/A) of F_max for the records, taken in order: 2.109, 18.201, 0.718, 3.154, 0.515, 7.100.
Calculated values (eV) of total energy for the records, taken in order: -23750.6297, -61056.3036, -7797.1319, -20455.4333, -104166.8784, -74674.2333.